The following is a quantum chemistry calculation of a gas-phase ion, C4H4NO3 (charge -1) at a distorted geometry, from the Open Molecules 2025 dataset.

Computed properties:
Strongest force on any atom   3.802 eV Å⁻¹
Kohn-Sham gap (alpha / beta)   8.11 / 6.86 eV
Charge   -1
HOMO energy (alpha / beta)   -0.15284 / -0.12408 Ha

Last column: Mulliken charge in e.
Element x y z (Å)
C1 -0.793 -2.018 -0.453  -0.36
C2 -2.116 0.743 0.139  0.70
C3 -0.951 -0.331 0.745  0.32
C4 0.366 0.295 1.136  -0.35
N1 -1.062 -1.684 0.792  -0.53
O1 -1.688 1.683 -0.477  -0.73
O2 -3.282 0.506 0.403  -0.67
O3 0.655 1.486 0.508  -0.60
H1 -0.617 -1.403 -1.351  0.28
H2 1.279 -0.364 0.937  0.21
H3 0.509 0.197 2.235  0.23
H4 -0.090 1.799 -0.028  0.49

The following is a quantum chemistry calculation of a molecular structure, C21H31ClIrN2O9P, from the Open Molecules 2025 dataset.

Computed properties:
Strongest force on any atom   0.555 eV Å⁻¹
Kohn-Sham gap (alpha / beta)   7.34 / 4.71 eV
Multiplicity   2
Charge   +3
<S²>   0.77
HOMO energy (alpha / beta)   -0.67038 / -0.67013 Ha

Last column: Löwdin spin population.
Element x y z (Å)
Ir1 -1.187 0.375 0.209  0.00
C1 -2.618 1.141 2.816  0.00
O1 -2.043 1.678 1.567  0.00
C2 -3.020 2.541 0.883  0.00
C3 -3.813 1.680 -0.074  0.00
O2 -2.873 1.144 -1.039  0.00
C4 -2.780 1.903 -2.263  0.00
H1 -3.602 0.726 2.614  0.00
H2 -2.682 1.977 3.509  0.00
H3 -1.949 0.374 3.186  0.00
H4 -2.440 3.311 0.373  0.00
H5 -3.648 3.013 1.637  0.00
H6 -4.620 2.216 -0.572  0.00
H7 -4.234 0.819 0.445  0.00
H8 -3.742 1.870 -2.771  0.00
H9 -2.029 1.422 -2.884  0.00
H10 -2.502 2.940 -2.060  0.00
O3 -2.217 -5.163 -1.095  0.00
C5 -1.329 -4.709 -1.943  0.00
O4 -0.822 -5.370 -2.796  0.00
C6 -0.908 -3.238 -1.828  0.02
C7 0.009 -2.643 -2.656  0.02
Cl1 0.816 -3.359 -3.929  0.01
N1 0.154 -1.276 -2.286  0.13
N2 -0.691 -1.060 -1.209  -0.01
C8 -1.300 -2.204 -0.953  0.07
C9 -2.273 -2.202 0.208  0.01
O5 -2.911 -3.155 0.544  0.01
O6 -2.362 -1.036 0.823  0.00
C10 0.924 -0.283 -2.847  0.19
C11 1.827 -0.558 -3.925  0.10
C12 2.575 0.442 -4.481  0.03
C13 2.467 1.759 -4.013  0.27
C14 1.584 2.053 -2.945  0.07
C15 0.842 1.066 -2.377  0.07
H11 -2.555 -4.507 -0.452  0.00
H12 1.927 -1.557 -4.311  0.00
H13 3.253 0.212 -5.292  0.00
H14 3.049 2.551 -4.467  0.01
H15 1.499 3.073 -2.593  0.00
H16 0.158 1.326 -1.582  0.00
C16 2.583 2.897 0.762  0.00
C17 1.347 2.222 1.288  0.00
O7 1.636 0.807 1.468  0.00
P1 0.512 -0.293 1.551  0.00
O8 1.220 -1.628 1.170  0.00
C18 2.275 -1.800 0.167  0.00
C19 3.621 -1.885 0.837  0.00
O9 -0.042 -0.482 2.978  0.00
C20 0.681 -1.097 4.139  0.00
C21 1.015 -0.025 5.136  0.00
H17 2.394 3.963 0.630  0.00
H18 2.901 2.465 -0.187  0.00
H19 3.398 2.788 1.477  0.00
H20 0.496 2.325 0.585  0.00
H21 1.030 2.627 2.249  0.00
H22 2.224 -0.965 -0.538  0.00
H23 2.017 -2.727 -0.344  0.00
H24 3.847 -0.975 1.391  0.00
H25 4.392 -2.031 0.079  0.00
H26 3.655 -2.735 1.517  0.00
H27 1.558 -1.611 3.749  0.00
H28 -0.019 -1.835 4.521  0.00
H29 1.664 0.738 4.705  0.00
H30 1.544 -0.486 5.971  0.00
H31 0.117 0.449 5.529  0.00

The following is a quantum chemistry calculation of a molecular structure, C36H27Cl2N4NiO2P at a distorted geometry, from the Open Molecules 2025 dataset.

Computed properties:
Strongest force on any atom   1.062 eV Å⁻¹
Kohn-Sham gap (alpha / beta)   5.99 / 6.02 eV
HOMO energy (alpha / beta)   -0.24741 / -0.24749 Ha

Last column: Mulliken charge in e.
Element x y z (Å)
Ni1 -0.328 -0.133 0.082  0.67
N1 -0.325 1.720 0.527  -0.03
C1 -0.398 2.093 1.922  0.48
C2 -0.887 3.336 2.304  -0.45
C3 -0.888 3.662 3.648  -0.68
C4 -0.390 2.760 4.584  -0.77
C5 0.079 1.523 4.180  -0.64
C6 0.057 1.159 2.833  -0.55
P1 0.506 -0.517 2.162  1.67
C7 2.246 -0.543 2.692  0.74
C8 3.008 0.584 2.389  -0.64
C9 4.346 0.646 2.741  -0.69
C10 4.930 -0.413 3.421  -0.61
C11 4.175 -1.534 3.731  -1.01
C12 2.840 -1.608 3.361  -0.22
C13 -0.644 -1.455 3.205  1.19
C14 -0.348 -1.815 4.515  -0.41
C15 -1.297 -2.467 5.289  -0.95
C16 -2.549 -2.752 4.763  -0.60
C17 -2.844 -2.389 3.457  -0.76
C18 -1.894 -1.747 2.678  -0.76
H1 0.555 2.027 0.112  0.39
H2 -1.062 2.151 -0.026  0.38
H3 -1.251 4.032 1.559  0.51
H4 -1.271 4.622 3.967  0.40
H5 -0.384 3.020 5.634  0.45
H6 0.443 0.823 4.920  0.37
H7 2.560 1.430 1.880  0.22
H8 4.928 1.522 2.487  0.44
H9 5.974 -0.367 3.701  0.40
H10 4.628 -2.370 4.247  0.42
H11 2.273 -2.507 3.544  0.71
H12 0.625 -1.605 4.938  0.38
H13 -1.054 -2.753 6.304  0.43
H14 -3.289 -3.261 5.367  0.39
H15 -3.815 -2.612 3.034  0.45
H16 -2.142 -1.488 1.653  0.19
O1 -2.049 0.202 -0.852  -0.59
C19 -2.425 1.167 -1.654  -0.41
C20 -3.703 1.741 -1.471  -0.60
C21 -4.180 2.738 -2.295  -0.50
C22 -3.420 3.225 -3.357  -0.77
C23 -2.167 2.685 -3.570  -0.28
C24 -1.653 1.696 -2.735  0.33
C25 -0.373 1.021 -2.989  0.25
N2 0.503 0.866 -2.048  -0.46
C26 1.128 -0.380 -2.408  -1.10
C27 0.925 -0.704 -3.906  0.14
N3 -0.202 0.208 -4.091  -0.07
H17 -4.306 1.356 -0.659  0.45
H18 -5.167 3.145 -2.108  0.40
H19 -3.802 4.006 -3.999  0.40
H20 -1.553 3.042 -4.390  0.45
H21 2.108 -0.558 -1.973  0.78
H22 1.720 -0.591 -4.646  0.37
H23 -0.786 0.274 -4.905  0.22
Cl1 2.962 -5.000 2.297  -0.25
C28 2.514 -4.344 0.749  0.75
C29 3.186 -4.897 -0.390  -0.55
C30 2.919 -4.493 -1.638  0.20
Cl2 3.769 -5.201 -2.982  -0.28
C31 1.911 -3.473 -1.911  0.70
C32 1.589 -3.111 -3.168  -1.64
C33 0.495 -2.149 -3.464  -0.08
C34 0.094 -1.497 -2.141  -0.64
N4 0.264 -2.029 -0.822  -0.21
C35 1.201 -2.912 -0.705  0.38
C36 1.551 -3.372 0.675  -0.71
O2 0.916 -2.852 1.639  -0.56
H24 3.927 -5.665 -0.216  0.45
H25 2.081 -3.620 -3.987  0.38
H26 -0.288 -2.603 -4.078  0.42
H27 -0.909 -1.095 -2.201  1.08

The following is a quantum chemistry calculation of 4 unconnected molecules or ions with the total composition C28H37F4NO2S at a distorted geometry, from the Open Molecules 2025 dataset.

Computed properties:
Strongest force on any atom   1.018 eV Å⁻¹
Kohn-Sham gap   9.09 eV
SMILES string   CCO[C@H](COC[C@H](C)F)NCCCS.Fc1ccccc1.Fc1ccccc1.Fc1ccccc1
HOMO energy   -0.31587 Ha

Last column: Mulliken charge in e.
Element x y z (Å)
C1 4.126 0.859 1.452  -1.38
C2 3.459 2.153 1.062  0.15
O1 4.275 2.767 0.075  -0.35
C3 4.098 4.167 -0.060  -0.11
C4 2.655 4.589 -0.263  -0.79
O2 2.140 4.162 -1.511  -0.35
C5 1.067 3.259 -1.462  -0.69
C6 0.144 3.469 -2.686  0.55
C7 -0.512 2.160 -3.087  -1.33
F1 0.912 3.924 -3.740  -0.32
N1 4.897 4.658 -1.174  -0.35
C8 5.058 3.749 -2.295  -0.42
C9 5.455 4.493 -3.565  -0.47
C10 5.716 3.485 -4.679  -0.83
S1 4.182 2.840 -5.432  -0.17
H1 4.163 0.227 0.575  0.32
H2 5.145 1.059 1.758  0.36
H3 3.568 0.326 2.199  0.32
H4 2.513 1.890 0.598  -0.03
H5 3.294 2.800 1.915  0.43
H6 4.455 4.673 0.838  0.42
H7 2.020 4.302 0.566  0.45
H8 2.662 5.674 -0.268  0.36
H9 1.433 2.236 -1.516  0.30
H10 0.452 3.410 -0.578  0.37
H11 -0.579 4.249 -2.467  0.29
H12 -1.522 2.347 -3.414  0.36
H13 -0.497 1.464 -2.261  0.35
H14 0.048 1.771 -3.924  0.33
H15 5.807 4.902 -0.808  0.35
H16 5.819 2.990 -2.119  0.35
H17 4.146 3.225 -2.514  0.08
H18 4.593 5.080 -3.849  0.28
H19 6.322 5.114 -3.374  0.36
H20 6.231 2.626 -4.279  0.35
H21 6.311 3.898 -5.476  0.39
H22 3.876 1.934 -4.500  0.10
F2 1.445 0.717 2.940  -0.15
C11 0.947 -0.135 3.862  0.29
C12 0.811 -1.468 3.533  -0.22
C13 0.301 -2.343 4.483  -0.62
C14 -0.069 -1.873 5.735  -0.62
C15 0.074 -0.526 6.042  -0.39
C16 0.589 0.354 5.102  -0.53
H23 1.099 -1.811 2.548  0.46
H24 0.193 -3.391 4.245  0.54
H25 -0.469 -2.557 6.471  0.41
H26 -0.218 -0.158 7.016  0.37
H27 0.714 1.406 5.323  0.43
F3 -1.503 -5.044 3.512  -0.33
C17 -2.097 -4.562 2.398  0.33
C18 -2.579 -5.455 1.462  -0.49
C19 -3.194 -4.961 0.323  -0.40
C20 -3.311 -3.592 0.130  -0.49
C21 -2.816 -2.713 1.082  -0.64
C22 -2.205 -3.197 2.230  -0.29
H28 -2.473 -6.519 1.630  0.42
H29 -3.585 -5.646 -0.417  0.43
H30 -3.791 -3.212 -0.763  0.45
H31 -2.904 -1.645 0.932  0.39
H32 -1.823 -2.525 2.984  0.61
F4 -6.094 -4.966 1.169  -0.33
C23 -6.844 -4.820 0.062  0.34
C24 -7.547 -3.647 -0.121  -0.46
C25 -8.313 -3.498 -1.268  -0.35
C26 -8.372 -4.519 -2.206  -0.49
C27 -7.659 -5.692 -2.001  -0.39
C28 -6.884 -5.847 -0.861  -0.26
H33 -7.491 -2.866 0.626  0.43
H34 -8.866 -2.582 -1.428  0.36
H35 -8.974 -4.400 -3.098  0.37
H36 -7.706 -6.490 -2.729  0.36
H37 -6.316 -6.751 -0.684  0.44

> The highest strongest force on any atom belongs to which entry?

C4H4NO3